# C3H9NO

The ion C3H9NO with charge +1 in a non-equilibrium geometry (the ωB97M-V functional and the def2-TZVPD basis, the Open Molecules 2025 dataset).

```
14
Properties=species:S:1:pos:R:3:forces:R:3:lowdin_spin:R:1
C 0.1087 0.8306 -0.6360 0.418 -1.220 -0.437 0.12
C -0.5100 -0.0977 0.4423 0.343 -0.346 0.607 0.02
C 0.3681 -0.2570 1.6759 0.430 1.033 -0.280 0.00
O -0.9187 -1.3609 -0.0169 -0.428 0.190 -1.176 0.01
N 0.2795 0.1721 -1.9158 -1.850 1.784 0.980 0.70
H -0.5348 1.7160 -0.7566 0.264 0.061 -0.473 0.04
H 1.0934 1.2445 -0.3237 -0.168 -0.104 -0.083 0.06
H -1.4450 0.4381 0.6828 0.258 -0.385 0.219 0.01
H -0.2522 -0.4937 2.5280 0.035 0.073 0.281 0.00
H 1.1391 -1.0231 1.5843 -0.182 -0.183 -0.336 0.00
H 0.9285 0.6838 1.8052 -0.367 -0.237 0.550 0.00
H -0.2016 -1.8989 -0.3762 0.192 -0.083 0.616 0.00
H 0.0538 0.8158 -2.6778 0.731 -0.431 -0.470 0.02
H -0.1087 -0.7696 -2.0154 0.323 -0.154 0.003 0.02
```
Forces are in eV/Å.

Results
Total charge = +1
LUMO energy (spin up / spin down) = -3.762 / -8.969 eV
2S+1 = 2
Electronic energy = -249.3404 Ha
HOMO-LUMO gap (spin up / spin down) = 11.83 / 6.59 eV